(1)
The following is a quantum chemistry calculation of a 2-piece molecular cluster, C2H10N2 overall, from OMol25.

Geometry (Å):
H: -3.32 0.53 -0.60
N: -1.65 -0.68 -0.27
H: 3.08 -0.98 -0.61
H: -1.76 1.29 0.15
C: 1.79 0.80 -0.15
H: -2.82 0.43 1.11
H: -1.01 -0.90 0.64
H: 2.67 1.51 -0.49
H: -2.00 -1.58 -0.28
H: 0.98 0.63 -0.91
N: 2.28 -0.63 0.18
H: 2.88 -0.55 0.92
H: 1.10 1.23 0.66
C: -2.50 0.45 0.15

Properties
**Total energy**: -5214.053 eV
**Molecular weight**: 62.12 Da
**Frontier orbital gap**: 10.527 eV
**Relative energy (zero: lowest compared OMol25 entry of this formula, charge and spin)**: 221.8 kJ/mol
**HOMO level**: -9.45 eV
**Strongest force on any atom**: 0.1042 Eh/bohr

***

(2)
The following is a quantum chemistry calculation of an isolated molecule of C5H6O, from OMol25.

Geometry (Å):
H: -2.56 -1.68 -0.02
H: 1.18 1.66 1.70
C: -1.01 -0.26 0.66
H: -0.14 0.52 -1.55
H: 1.73 -0.73 0.58
O: -0.71 1.01 1.28
C: 0.58 0.96 1.12
C: -2.10 -0.83 0.45
H: 1.64 0.47 -1.63
H: 0.70 -1.03 -1.65
C: 0.85 -0.15 0.30
C: 0.75 -0.02 -1.22

Properties
**Total energy**: -7323.293 eV
**Molecular weight**: 82.10 Da
**Frontier orbital gap (alpha / beta)**: 6.851 / 6.853 eV
**Relative energy (zero: lowest compared OMol25 entry of this formula, charge and spin)**: 578.1 kJ/mol
**HOMO level (alpha / beta)**: -7.41 / -7.41 eV
**Strongest force on any atom**: 0.0098 Eh/bohr

***

(3)
The following is a quantum chemistry calculation of an isolated molecule of C3H6Cl2, from OMol25.

Geometry (Å):
H: -1.68 -0.46 -0.39
H: 1.05 1.59 1.03
H: 0.95 0.65 -1.22
C: 0.51 -0.01 -0.53
C: -0.64 -0.95 -0.72
Cl: 0.22 -0.12 2.24
H: -0.59 -1.15 -1.79
C: 0.37 0.92 0.77
Cl: -1.06 2.01 0.92
H: 1.24 -0.82 -0.35
H: -0.37 -1.67 0.03

Properties
**Total energy**: -28251.905 eV
**Molecular weight**: 112.99 Da
**Frontier orbital gap**: 11.480 eV
**Relative energy (zero: lowest compared OMol25 entry of this formula, charge and spin)**: 150.7 kJ/mol
**HOMO level**: -10.59 eV
**Strongest force on any atom**: 0.1082 Eh/bohr

***

(4)
The following is a quantum chemistry calculation of C26H41BrIN6ORe as an isolated structure, from OMol25.

Geometry (Å):
C: 0.62 -1.98 1.52
C: -4.23 -0.87 1.54
H: 0.86 -4.08 1.69
H: -3.02 -2.59 -3.40
H: -2.50 -4.05 -2.60
H: -0.39 4.41 2.67
C: -2.23 1.58 -1.57
C: 1.58 -1.52 -2.60
I: -4.02 -3.40 3.34
H: 3.39 -1.22 -0.59
H: -3.74 0.83 0.47
C: -0.24 2.65 -2.11
C: 1.90 -2.98 3.26
N: -0.85 2.45 1.99
N: -1.05 2.21 -0.93
H: 0.68 3.14 -1.81
H: 2.20 -4.85 3.58
N: 1.00 0.05 -0.79
N: -2.11 -0.19 1.26
O: 2.41 -3.98 3.94
H: 0.81 3.19 3.08
H: 3.29 2.18 -2.05
H: -5.30 -0.81 1.43
C: 1.19 -2.50 -3.50
C: 1.10 -3.11 2.11
H: 3.71 0.54 -2.49
H: 2.82 -1.55 4.56
H: 0.72 3.81 1.43
H: -0.59 4.09 -0.10
H: -2.22 3.97 -0.75
C: 0.67 -0.98 -1.69
H: 2.61 -1.20 -2.61
Re: -0.06 0.82 0.60
C: -1.96 3.09 1.21
H: -2.83 2.34 -2.08
C: -1.39 1.99 3.31
H: -1.27 -1.71 2.48
H: -1.82 2.85 3.84
C: -0.13 -2.94 -3.46
C: 1.66 -0.61 3.03
H: -1.90 0.86 -2.31
H: -0.57 1.59 3.91
H: -0.82 3.36 -2.69
H: -3.01 -2.67 -1.63
H: 1.62 2.73 -0.38
C: -0.64 -1.48 -1.65
Br: 2.21 1.07 3.65
C: 2.17 -3.07 -4.49
C: 2.18 -1.69 3.70
H: -2.84 1.06 -0.86
C: -3.44 -1.76 2.24
C: -1.46 3.43 -0.18
C: 2.14 1.92 0.12
C: -1.06 -2.46 -2.54
H: -2.81 2.42 1.20
N: 0.84 -0.70 1.95
C: 2.37 0.69 -0.77
H: -2.28 4.01 1.72
H: -2.15 1.24 3.17
C: -2.15 -1.29 2.04
H: -0.45 -3.70 -4.17
H: 1.72 -3.86 -5.08
H: 2.52 -2.29 -5.17
H: 4.35 0.19 -0.14
C: 0.14 3.53 2.30
C: 3.36 -0.26 -0.09
H: 3.04 -3.48 -3.97
H: 3.08 2.33 0.49
H: -0.01 1.78 -2.72
H: 2.13 1.17 -2.91
N: -3.42 0.04 0.98
C: -2.47 -2.97 -2.53
H: 0.02 -2.08 0.62
C: 2.89 1.16 -2.14
H: 3.11 -0.43 0.95
H: -1.35 -1.10 -0.92
H: 1.67 1.65 1.12

Properties
**Total charge**: +3
**<S²>**: 1.2187
**Multiplicity**: 2
**Total energy**: -118861.990 eV
**Molecular weight**: 846.67 Da
**Frontier orbital gap (alpha / beta)**: 5.845 / 6.507 eV
**Relative energy (zero: lowest compared OMol25 entry of this formula, charge and spin)**: 0.0 kJ/mol
**HOMO level (alpha / beta)**: -16.48 / -16.49 eV
**Strongest force on any atom**: 0.0384 Eh/bohr

***

(5)
The following is a quantum chemistry calculation of C26H33GeN6NiS3 as an isolated structure, from OMol25.

Geometry (Å):
H: 5.47 -0.81 -3.34
S: -1.11 1.42 -1.80
H: 1.56 5.20 -1.90
H: -1.80 4.28 3.32
H: 1.24 -1.53 -3.45
C: 4.48 -0.77 -2.90
C: 2.76 0.37 0.27
N: 1.45 0.52 0.59
C: -1.33 -0.59 1.33
C: -2.68 -2.54 -4.97
C: -2.27 -1.26 -4.99
H: 3.46 -1.66 -4.58
C: 1.95 4.29 -1.45
S: -0.83 -2.42 -1.55
C: 1.33 4.03 -0.08
H: -0.62 -1.60 5.27
H: -2.08 -0.79 0.58
H: -3.25 -3.11 -5.68
H: -3.73 -2.26 4.26
C: 3.79 0.72 1.11
Ge: -1.62 -1.73 2.94
N: 1.97 -0.65 -1.76
C: -1.67 3.32 2.83
H: -3.76 3.11 2.17
Ni: 0.18 -0.42 -0.78
C: 1.14 1.12 1.77
C: -0.44 2.74 2.76
H: -1.15 -0.17 -3.51
C: 4.31 -0.25 -1.63
H: -3.36 0.89 1.17
H: -3.26 -4.47 -2.57
H: 1.90 1.81 3.68
N: -1.57 -1.05 -3.82
H: 5.17 0.12 -1.09
H: -4.13 -1.93 2.58
N: 0.09 3.32 -0.37
C: 3.03 -0.20 -1.08
C: 3.47 1.24 2.37
H: -1.56 -4.85 -2.88
C: -2.57 1.46 1.63
C: -2.47 -4.45 -3.32
H: -2.40 -0.49 -5.73
H: -3.78 -0.59 3.69
C: -1.55 -2.16 -3.07
C: -0.50 -1.01 4.36
C: 2.14 -1.16 -2.98
H: -0.61 3.15 0.34
H: 1.98 3.41 0.54
C: 0.08 2.55 -1.45
H: 0.55 -1.04 4.08
H: -2.76 -5.05 -4.18
C: -0.21 1.52 2.09
C: 2.16 1.44 2.70
S: 1.45 2.87 -2.46
H: 4.26 1.46 3.08
H: -1.57 -3.82 1.49
H: -0.02 -3.60 2.30
N: -1.34 0.85 1.61
C: -2.77 2.67 2.20
C: -3.50 -1.61 3.41
H: 3.04 4.35 -1.40
H: 4.82 0.56 0.83
H: -0.77 0.02 4.58
H: 0.42 3.26 3.17
C: -1.10 -3.53 2.43
C: 3.37 -1.24 -3.59
H: -0.35 -0.91 0.95
H: 1.11 4.96 0.44
H: -1.40 -4.24 3.20
N: -2.23 -3.09 -3.78

Properties
**Total charge**: +1
**<S²>**: 2.0338
**Multiplicity**: 3
**Total energy**: -166499.578 eV
**Molecular weight**: 657.10 Da
**Frontier orbital gap (alpha / beta)**: 5.669 / 6.805 eV
**Relative energy (zero: lowest compared OMol25 entry of this formula, charge and spin)**: 52.8 kJ/mol
**HOMO level (alpha / beta)**: -8.14 / -9.47 eV
**Strongest force on any atom**: 0.0111 Eh/bohr

***

(6)
The following is a quantum chemistry calculation of a 3-piece molecular cluster, C4H8NO3 overall, from OMol25.

Geometry (Å):
C: 1.87 1.28 0.53
O: -2.44 -0.05 -0.42
N: 3.09 -0.40 -0.50
C: -3.29 0.45 0.27
H: -4.99 0.23 1.62
H: -3.53 1.52 0.34
C: 2.94 0.87 -0.37
H: -4.29 -1.39 1.18
H: 2.44 -1.01 -1.19
H: 3.33 1.56 -1.13
H: 1.30 0.43 0.95
O: 1.34 -2.04 -1.10
O: 1.53 2.39 0.87
C: -4.19 -0.31 1.12
H: 0.86 -2.72 -1.58
H: 4.02 -0.81 -0.58

Properties
**Total charge**: +1
**Total energy**: -11893.044 eV
**Molecular weight**: 118.11 Da
**Frontier orbital gap**: 2.600 eV
**Relative energy (zero: lowest compared OMol25 entry of this formula, charge and spin)**: 1018.3 kJ/mol
**HOMO level**: -11.95 eV
**Strongest force on any atom**: 0.0700 Eh/bohr

***

(7)
The following is a quantum chemistry calculation of C24H44LiN2O16 as an isolated structure, from OMol25.

Geometry (Å):
H: 2.78 -4.04 -0.15
H: -2.98 -0.95 1.07
H: 5.74 1.60 4.56
C: -1.86 -0.19 3.73
C: -4.41 2.78 -1.52
H: 0.25 -1.59 1.28
C: 3.06 -1.38 -1.65
H: -1.87 -4.82 -4.21
H: 3.63 -0.57 -1.76
C: 2.73 4.09 -1.75
C: -2.97 0.28 2.86
H: 1.49 -0.27 -0.77
C: -5.11 1.77 -0.61
C: 1.68 2.97 -3.83
O: -0.94 1.03 0.43
C: -1.76 -5.03 -3.19
O: -7.46 3.81 -2.03
C: -3.42 -0.84 1.95
H: -0.81 -0.16 3.38
C: 3.75 2.22 -4.28
C: 4.60 1.16 2.89
N: 1.27 -2.44 -0.20
H: -0.71 -1.71 0.00
C: -0.57 -3.83 -1.57
H: 3.79 -2.36 -1.33
H: 1.61 4.39 -1.40
N: -1.03 1.41 -0.72
C: 3.47 0.35 3.59
H: 1.15 -4.36 0.56
O: -6.42 2.49 -0.56
H: -0.54 -4.47 -0.74
O: 1.73 1.99 1.21
O: -5.27 3.43 -2.25
H: -1.39 -6.14 -2.85
H: -3.88 3.48 -0.86
O: 2.60 2.60 -4.81
C: 0.72 -2.98 -1.51
Li: -0.40 2.85 1.06
H: 6.02 2.70 3.21
H: -2.69 1.19 2.37
O: -6.47 0.34 3.13
C: 2.55 1.46 1.93
C: 2.56 2.84 -2.51
O: 3.79 2.33 -3.02
C: 1.90 -3.53 0.52
H: 1.55 -3.67 -2.02
H: 3.09 3.92 -0.82
O: 3.87 1.83 1.83
H: 2.18 1.98 -2.01
C: 0.02 -2.04 0.61
H: -5.72 0.54 -2.33
H: 2.66 -0.93 0.29
O: -1.48 0.64 -1.63
O: -4.78 -0.76 1.93
H: -1.98 -1.22 4.45
H: 0.53 -2.18 -2.14
H: -2.01 0.47 4.59
H: 3.69 -0.80 3.46
H: -5.85 -0.32 -0.78
C: -5.32 0.10 2.87
H: 2.57 -1.43 -2.48
H: 2.08 -2.44 2.51
C: 2.04 -1.21 -0.53
H: 5.27 0.68 2.54
C: -5.21 0.40 -1.46
H: 2.96 -3.94 2.43
H: 3.63 0.59 4.69
C: -6.44 3.35 -1.69
H: -3.17 -1.80 2.19
O: 4.64 1.93 -5.00
C: 5.17 2.15 3.80
O: -4.17 0.56 3.59
H: -0.56 -2.90 0.99
H: -4.76 1.49 0.32
H: 3.68 -2.83 1.82
H: -3.51 2.20 -2.18
O: -0.60 -4.27 -2.88
H: -4.33 -0.09 -1.48
H: -1.55 -3.40 -1.26
O: 2.24 0.75 2.96
H: 1.67 4.19 -4.06
H: 3.14 4.91 -2.10
O: -0.63 2.60 -1.04
H: -2.50 -4.86 -2.42
H: 4.62 2.74 4.42
C: 2.57 -3.18 1.86
H: 0.79 2.33 -3.47

Properties
**Total charge**: +1
**Total energy**: -61526.263 eV
**Molecular weight**: 623.56 Da
**Frontier orbital gap**: 9.033 eV
**Relative energy (zero: lowest compared OMol25 entry of this formula, charge and spin)**: 284.3 kJ/mol
**HOMO level**: -12.16 eV
**Strongest force on any atom**: 0.3396 Eh/bohr

***

(8)
The following is a quantum chemistry calculation of C22H24IN3PPd as an isolated structure, from OMol25.

Geometry (Å):
H: -3.92 -0.96 -5.23
C: 3.08 -2.52 -0.50
C: 1.56 -0.74 -1.03
H: 2.83 1.32 -0.13
P: 0.11 0.67 0.82
H: -2.95 -1.48 2.18
H: -2.33 -1.44 4.47
H: -1.36 -1.27 -5.94
H: -0.84 3.33 1.06
H: 2.64 5.58 0.05
H: 1.14 -0.04 -1.74
C: 1.20 -0.65 0.34
H: -1.38 0.50 -5.83
H: -4.20 -0.40 -3.56
C: -1.79 -0.79 -2.97
C: -3.60 -0.25 -4.46
C: -1.54 -0.76 4.19
C: 2.27 2.22 0.06
H: 3.82 -3.24 -0.82
C: -0.34 0.52 2.52
Pd: -0.90 -1.58 0.06
C: 0.83 4.58 0.61
H: 1.20 1.86 3.25
H: 3.91 3.51 -0.35
C: -0.73 -0.19 5.16
C: -1.35 -3.46 -0.66
H: 0.29 5.50 0.81
N: -2.17 -0.48 -4.16
H: -2.74 -0.05 1.40
C: -1.21 -0.42 -5.28
C: 0.24 0.77 4.83
C: 1.79 -1.54 1.28
N: -2.26 -0.81 1.85
C: 0.20 3.36 0.75
H: 1.55 -1.45 2.33
C: 2.74 -2.44 0.85
H: -0.86 -0.48 6.19
I: -0.85 -4.05 1.21
C: 0.93 2.18 0.51
C: 2.50 -1.67 -1.44
C: 0.43 1.15 3.52
C: -1.38 -0.36 2.87
H: -0.66 -3.80 -1.42
N: -1.47 -1.07 -1.89
H: -0.19 -0.43 -4.90
H: -3.74 0.76 -4.83
H: 0.86 1.21 5.60
H: -2.41 -3.49 -0.87
C: 2.87 3.45 -0.06
H: 2.80 -1.72 -2.47
H: 3.23 -3.09 1.57
C: 2.16 4.63 0.19

Properties
**Total charge**: +3
**Total energy**: -48513.675 eV
**Molecular weight**: 594.75 Da
**Frontier orbital gap**: 5.211 eV
**Relative energy (zero: lowest compared OMol25 entry of this formula, charge and spin)**: 120.5 kJ/mol
**HOMO level**: -17.58 eV
**Strongest force on any atom**: 0.0371 Eh/bohr

***

- Which value of total energy does entry 6 give?
  -11893.044 eV